Entry 1:
ORCA calculation (ωB97M-V with the def2-TZVPD basis set) on C23H23FN8O3Pd as an isolated structure in a non-equilibrium geometry.

Results
Maximum force, eV/A: 1.9
Energy, eV: -48479.77457
LUMO energy, eV: -1.7

```
! wB97M-V def2-TZVPD RIJCOSX def2/J DEFGRID3
* xyz 0 1
Pd 4.080 -0.243 0.261
N 8.435 -1.080 -0.629
C 7.380 -1.060 -1.470
N 6.271 -1.156 -0.792
C 6.687 -1.222 0.516
N 7.996 -1.181 0.640
C 5.675 -1.211 1.563
C 5.865 -0.575 2.791
N 4.861 -0.355 3.632
C 3.657 -0.712 3.193
C 3.474 -1.483 2.039
N 4.516 -1.898 1.266
H 9.424 -0.984 -0.811
H 7.468 -0.983 -2.534
H 6.842 -0.223 3.090
H 2.813 -0.415 3.803
H 2.521 -1.984 1.854
F -1.902 -3.067 -1.488
C -1.592 -1.781 -1.139
C -0.271 -1.392 -1.146
C 0.080 -0.062 -0.896
C 1.483 0.350 -0.992
O 2.388 -0.486 -1.186
C 1.688 1.786 -0.927
C 0.651 2.624 -0.738
N -0.645 2.202 -0.531
C -1.685 3.140 -0.270
C -1.447 4.295 0.646
C -2.308 3.158 1.101
C -0.949 0.872 -0.641
C -2.262 0.422 -0.510
C -2.607 -0.906 -0.777
N -3.985 -1.243 -0.638
C -4.398 -2.629 -0.575
C -5.851 -2.637 -0.047
N -6.086 -1.301 0.550
C -6.175 -0.267 -0.511
C -4.935 -0.469 -1.411
C 3.105 2.427 -0.977
O 3.200 3.506 -1.550
O 4.010 1.822 -0.354
H 0.516 -2.092 -1.379
H 0.801 3.693 -0.749
H -2.344 3.310 -1.121
H -1.925 5.227 0.386
H -0.475 4.403 1.099
H -3.375 3.311 1.189
H -1.892 2.475 1.827
H -3.039 1.097 -0.194
H -3.740 -3.151 0.121
H -4.349 -3.145 -1.544
H -5.992 -3.412 0.706
H -6.573 -2.793 -0.848
H -5.207 -1.083 1.052
H -6.897 -1.278 1.171
H -6.169 0.717 -0.039
H -7.106 -0.388 -1.065
H -4.493 0.489 -1.678
H -5.215 -0.982 -2.341
*
```

---

Entry 2:
ORCA calculation (ωB97M-V with the def2-TZVPD basis set) on C23H23GdP2 as an isolated structure in a non-equilibrium geometry.

Results
Relative energy (zero: lowest compared OMol25 entry of this formula, charge and spin), kcal per mole: 19.61
Maximum force, eV/A: 5.4
Energy, eV: -63626.69895
LUMO energy (spin up / spin down), eV: -0.9 / -1.0

```
! wB97M-V def2-TZVPD RIJCOSX def2/J DEFGRID3
* xyz 0 8
C -2.579 -3.677 -0.643
C -1.720 -4.363 0.245
C -1.775 -3.725 1.516
C -2.766 -2.701 1.484
C -3.283 -2.601 0.174
Gd -0.389 -0.146 -2.110
P -2.011 0.408 -4.484
H -2.759 -3.860 -1.705
H -1.045 -5.175 -0.028
H -1.144 -3.964 2.377
H -4.067 -1.940 -0.188
H -3.075 -2.101 2.342
H -3.414 0.591 -4.208
H -2.139 -0.518 -5.572
H -1.788 1.597 -5.255
C 3.654 0.939 4.101
C 2.281 0.911 4.375
C 1.377 0.570 3.372
C 1.846 0.244 2.081
C 3.226 0.245 1.815
C 4.120 0.613 2.823
P 0.610 -0.284 0.857
C -0.471 1.227 0.704
C -1.798 1.049 0.226
C -2.626 2.167 0.057
C -2.151 3.447 0.346
C -0.844 3.624 0.813
C -0.010 2.521 1.006
C 1.526 -0.198 -0.736
C 1.568 1.023 -1.463
C 1.566 1.006 -2.875
C 1.589 -0.223 -3.565
C 1.657 -1.430 -2.852
C 1.634 -1.433 -1.449
H 4.360 1.213 4.887
H 1.913 1.158 5.371
H 0.304 0.560 3.575
H 3.597 -0.020 0.824
H 5.188 0.642 2.606
H -2.203 0.031 0.094
H -3.651 2.027 -0.300
H -2.803 4.315 0.225
H -0.473 4.625 1.043
H 1.002 2.667 1.390
H 1.493 1.972 -0.937
H 1.505 1.950 -3.411
H 1.588 -0.234 -4.656
H 1.737 -2.374 -3.399
H 1.643 -2.373 -0.895
*
```

---

Entry 3:
ORCA calculation (ωB97M-V with the def2-TZVPD basis set) on C23H23IN2O2RuTe as an isolated structure.

Results
Maximum force, eV/A: 0.9
Energy, eV: -49258.30580
LUMO energy (spin up / spin down), eV: -9.0 / -9.0

```
! wB97M-V def2-TZVPD RIJCOSX def2/J DEFGRID3
* xyz 2 1
Ru 0.512 -2.162 -1.844
C -3.789 -3.737 -2.124
C -3.420 -2.975 -0.894
N -4.344 -2.657 -0.020
C -4.036 -1.974 1.094
C -2.754 -1.585 1.424
C -2.469 -0.838 2.703
O -1.552 0.238 2.504
C -1.725 -1.898 0.516
C -0.355 -1.585 0.860
N 0.662 -1.558 0.050
C 1.945 -1.212 0.576
C 2.092 -0.205 1.514
C 3.352 0.078 2.023
C 4.465 -0.623 1.587
C 4.332 -1.611 0.623
C 3.072 -1.882 0.136
I 2.782 -3.324 -1.380
C -2.066 -2.582 -0.660
O -1.166 -2.921 -1.579
H -4.858 -3.929 -2.110
H -3.252 -4.686 -2.170
H -3.534 -3.175 -3.025
H -4.868 -1.729 1.743
H -2.025 -1.511 3.437
H -3.406 -0.483 3.130
H -2.043 1.062 2.417
H -0.139 -1.385 1.900
H 1.225 0.361 1.838
H 3.465 0.860 2.762
H 5.446 -0.395 1.983
H 5.201 -2.150 0.267
C 0.303 4.847 0.790
C 0.456 3.625 -0.070
C -0.616 3.100 -0.782
C -0.484 1.992 -1.602
C -1.674 1.456 -2.365
C 0.771 1.395 -1.693
Te 1.035 -0.119 -3.100
C 1.872 1.879 -0.984
C 3.249 1.260 -1.069
C 1.686 2.993 -0.179
H -0.722 5.210 0.801
H 0.945 5.649 0.424
H 0.608 4.639 1.815
H -1.585 3.581 -0.697
H -2.559 2.054 -2.160
H -1.900 0.422 -2.087
H -1.509 1.483 -3.447
H 3.251 0.279 -1.553
H 3.671 1.133 -0.072
H 3.924 1.910 -1.628
H 2.530 3.388 0.378
*
```

---

Entry 4:
ORCA calculation (ωB97M-V with the def2-TZVPD basis set) on C23H23MoPSb as an isolated structure in a non-equilibrium geometry.

Results
Relative energy (zero: lowest compared OMol25 entry of this formula, charge and spin), kcal per mole: 84.54
Maximum force, eV/A: 3.3
Energy, eV: -41892.91942
LUMO energy (spin up / spin down), eV: -4.1 / -4.0

```
! wB97M-V def2-TZVPD RIJCOSX def2/J DEFGRID3
* xyz 1 3
C -0.687 0.020 -1.565
C -1.156 -1.270 -2.237
C -0.640 -2.408 -1.590
C 0.194 -2.009 -0.515
C 0.256 -0.510 -0.416
Mo -1.122 1.125 0.364
P -0.438 3.321 -0.274
H -0.209 0.748 -2.256
H -1.893 -1.239 -3.042
H -0.946 -3.429 -1.845
H 1.248 -0.053 -0.260
H 0.676 -2.649 0.231
H -1.240 4.347 0.365
H -0.713 3.737 -1.627
H 0.869 3.899 -0.129
C -0.792 3.706 5.835
C 0.311 3.742 4.970
C 0.530 2.691 4.068
C -0.358 1.620 4.045
C -1.463 1.573 4.888
C -1.674 2.619 5.796
Sb -0.139 0.073 2.518
C 1.889 -0.544 3.148
C 2.975 -0.535 2.269
C 4.276 -0.748 2.757
C 4.488 -1.010 4.118
C 3.389 -1.060 4.984
C 2.091 -0.828 4.499
C -1.570 -1.554 3.026
C -1.102 -2.765 3.538
C -2.010 -3.800 3.823
C -3.378 -3.634 3.568
C -3.833 -2.428 3.020
C -2.927 -1.388 2.757
H -0.962 4.524 6.538
H 1.001 4.587 4.995
H 1.382 2.735 3.387
H -2.167 0.739 4.845
H -2.532 2.582 6.469
H 2.829 -0.352 1.202
H 5.124 -0.709 2.074
H 5.500 -1.175 4.497
H 3.543 -1.269 6.046
H 1.252 -0.861 5.197
H -0.036 -2.920 3.716
H -1.649 -4.739 4.247
H -4.084 -4.434 3.795
H -4.894 -2.295 2.802
H -3.311 -0.459 2.324
*
```

---

Q: The highest maximum force belongs to which entry?
A: C23H23GdP2

---

Q: What is the formula in the second record?
A: C23H23GdP2

---

Q: What is the formula in the first record?
A: C23H23FN8O3Pd

---

Q: Among the records above, which one has the lowest maximum force?
A: C23H23IN2O2RuTe